ORCA calculation (ωB97M-V/def2-TZVPD) on 14 unconnected molecules or ions with the total composition C31H90O14 at a distorted geometry.

Structure (ORCA input):
```
! wB97M-V def2-TZVPD RIJCOSX def2/J DEFGRID3
* xyz 1 2
C 2.892 -3.801 0.425
C 2.906 -3.556 1.922
O 2.402 -4.699 2.603
H 3.066 -2.891 -0.148
H 1.911 -4.240 0.243
H 3.679 -4.482 0.101
H 2.263 -2.723 2.207
H 3.937 -3.283 2.144
H 1.540 -4.388 2.889
C -5.021 -1.207 -0.738
C -5.077 -2.689 -0.331
O -6.302 -2.903 0.371
H -4.171 -1.084 -1.409
H -4.892 -0.621 0.172
H -5.918 -0.923 -1.288
H -4.240 -2.918 0.329
H -5.043 -3.338 -1.206
H -6.312 -3.821 0.652
C 1.346 5.346 -2.590
C 2.078 6.029 -1.444
O 2.538 5.100 -0.478
H 0.615 5.929 -3.150
H 0.809 4.503 -2.153
H 2.039 4.981 -3.348
H 1.396 6.744 -0.984
H 2.925 6.557 -1.883
H 1.750 4.623 -0.207
C -3.956 1.949 1.327
C -5.109 2.064 2.275
O -4.664 1.910 3.623
H -3.247 2.762 1.477
H -4.198 1.876 0.266
H -3.437 1.016 1.548
H -5.928 1.363 2.115
H -5.445 3.101 2.291
H -4.122 2.688 3.771
C -1.208 2.423 -3.737
C -2.640 1.969 -3.764
O -3.241 1.986 -2.437
H -0.873 2.280 -4.764
H -0.479 1.822 -3.192
H -1.176 3.472 -3.443
H -2.700 0.941 -4.122
H -3.330 2.516 -4.407
H -4.197 2.075 -2.414
C 1.187 4.222 2.532
C -0.134 4.111 1.832
O -0.011 4.051 0.429
H 1.713 5.149 2.303
H 1.811 3.368 2.268
H 0.935 4.259 3.591
H -0.848 4.892 2.092
H -0.634 3.209 2.184
H -0.895 4.251 0.112
C -2.008 -2.907 -2.633
C -1.809 -4.074 -3.579
O -1.431 -5.177 -2.850
H -2.161 -1.957 -3.145
H -1.161 -2.793 -1.956
H -2.858 -3.105 -1.979
H -1.063 -3.853 -4.343
H -2.720 -4.270 -4.145
H -2.165 -5.604 -2.402
C 2.020 -4.267 -2.968
C 3.290 -5.096 -2.927
O 4.246 -4.214 -3.483
H 1.891 -3.798 -3.943
H 2.054 -3.503 -2.191
H 1.203 -4.932 -2.687
H 3.241 -6.015 -3.511
H 3.478 -5.423 -1.905
H 4.993 -4.789 -3.664
O -2.455 4.288 -1.039
H -2.092 4.828 -1.741
H -2.604 3.435 -1.446
C 0.984 -0.872 -0.136
C 0.311 0.451 -0.488
C -1.200 0.343 -0.379
O 0.783 1.366 0.498
H 0.584 -1.766 -0.613
H 0.841 -1.182 0.899
H 2.046 -0.832 -0.381
H 0.613 0.782 -1.482
H -1.482 -0.059 0.594
H -1.622 -0.384 -1.073
H -1.662 1.319 -0.527
H 0.374 2.231 0.423
C 3.527 2.217 -2.856
C 2.735 1.807 -4.072
C 3.597 1.856 -5.345
O 2.399 0.445 -3.839
H 4.447 1.635 -2.796
H 2.928 1.912 -1.998
H 3.617 3.299 -2.761
H 1.811 2.364 -4.225
H 2.865 1.820 -6.152
H 4.263 1.015 -5.538
H 4.201 2.763 -5.353
H 3.151 0.024 -3.416
C 5.775 0.468 1.658
C 4.209 0.514 1.794
C 3.626 1.104 3.094
O 3.704 1.269 0.735
H 6.151 1.487 1.753
H 6.069 0.084 0.682
H 6.163 -0.118 2.491
H 3.796 -0.491 1.705
H 3.917 2.155 3.099
H 3.950 0.634 4.023
H 2.537 1.111 3.066
H 2.756 1.374 0.837
C -0.599 0.294 3.360
C -0.524 0.141 4.881
C -1.130 1.369 5.548
O -1.289 -0.976 5.134
H -0.354 -0.647 2.867
H 0.160 0.985 2.993
H -1.592 0.545 2.988
H 0.504 -0.040 5.194
H -2.121 1.658 5.198
H -0.463 2.214 5.379
H -1.256 1.142 6.607
H -2.147 -0.858 4.720
C -2.403 -4.084 3.794
C -1.273 -4.217 2.852
C -1.588 -3.703 1.448
O -0.161 -3.618 3.360
H -3.269 -4.564 3.337
H -2.896 -3.138 4.018
H -2.185 -4.563 4.749
H -0.997 -5.264 2.728
H -0.690 -3.758 0.834
H -1.977 -2.686 1.497
H -2.303 -4.365 0.959
H -0.386 -2.755 3.714
*
```

- Kohn-Sham gap (spin up / spin down): 9.930 / 3.216 eV
- LUMO level (spin up / spin down): -1.99 / -8.71 eV



ORCA calculation (ωB97M-V/def2-TZVPD) on a molecular structure, C31H9F18GeN2PtS at a distorted geometry.

Structure (ORCA input):
```
! wB97M-V def2-TZVPD RIJCOSX def2/J DEFGRID3
* xyz -1 1
Pt 2.142 -0.281 -0.343
C 7.443 -2.985 -0.199
C 7.677 -1.623 -0.316
C 6.629 -0.732 -0.315
C 5.294 -1.170 -0.189
C 5.075 -2.550 -0.100
C 6.135 -3.434 -0.099
N 4.280 -0.228 -0.165
N 4.745 0.999 -0.113
C 3.865 1.993 -0.143
C 4.317 3.328 -0.185
C 3.422 4.372 -0.215
C 2.056 4.122 -0.209
C 1.596 2.808 -0.182
C 2.461 1.743 -0.156
H 8.269 -3.684 -0.190
H 8.689 -1.248 -0.401
H 6.813 0.326 -0.418
H 4.079 -2.939 -0.031
H 5.942 -4.495 -0.011
H 5.384 3.495 -0.201
H 3.782 5.392 -0.248
H 1.344 4.933 -0.224
H 0.536 2.639 -0.192
F -4.064 0.452 -2.580
C -3.643 1.600 -2.019
C -2.806 1.537 -0.924
C -2.371 2.742 -0.396
F -1.548 2.686 0.661
C -2.758 3.971 -0.902
F -2.314 5.119 -0.374
C -3.625 3.999 -1.991
F -4.017 5.172 -2.505
C -4.067 2.809 -2.559
F -4.889 2.847 -3.617
Ge -1.944 -0.137 -0.186
S -0.052 0.104 -1.221
C -3.214 -1.597 -0.786
C -4.513 -1.609 -0.310
F -4.916 -0.619 0.506
C -5.426 -2.595 -0.660
F -6.665 -2.606 -0.146
C -5.042 -3.580 -1.562
F -5.910 -4.531 -1.929
C -3.757 -3.566 -2.092
F -3.411 -4.494 -2.993
C -2.857 -2.588 -1.682
F -1.625 -2.589 -2.185
C -2.493 -0.096 1.786
C -3.263 0.870 2.414
F -3.757 1.908 1.732
C -3.614 0.775 3.755
F -4.353 1.734 4.329
C -3.218 -0.326 4.503
F -3.555 -0.424 5.795
C -2.493 -1.339 3.884
F -2.156 -2.433 4.579
C -2.149 -1.200 2.547
F -1.508 -2.200 1.931
F 1.996 -2.944 -1.107
C 1.601 -2.232 -0.012
F 0.273 -2.518 0.102
F 2.149 -2.880 1.056
*
```

- Kohn-Sham gap (spin up / spin down): 6.319 / 6.318 eV
- LUMO level (spin up / spin down): 1.07 / 1.07 eV



Calculated DFT total energy, -62259.69681; -154785.33702 eV (same order as the records).